Record 1
Density functional theory data (the ωB97M-V functional and the def2-TZVPD basis) for 2 unconnected molecules or ions with the total composition C6H17NO in a non-equilibrium geometry.

The electronic energy is -368.7613 hartree. The largest force on an atom comes out at 1.809 eV/A. Its total charge is 0. As for the relative energy (zero: lowest compared OMol25 entry of this formula, charge and spin): 24.83 kcal/mol. For the orbital gap, the calculation gives 0.3363 Ha.

Last column: Mulliken charge in e.
Cartesian coordinates (Å):
C (-0.8680, -0.9792, 1.0525)  -0.701
N (-1.2487, -0.4258, -0.2165)  -0.320
C (-1.0998, 1.0022, -0.3795)  -0.910
C (-0.5701, 1.4032, -1.7334)  0.934
C (0.7628, 0.7602, -2.0858)  -1.406
C (-0.5656, 2.9359, -1.8015)  -1.662
C (0.6251, -1.0712, 1.3893)  -0.873
H (-1.4035, -1.9022, 1.2910)  0.457
H (-1.3553, -0.3419, 1.8052)  0.315
H (-0.9306, -1.0305, -0.9602)  0.287
H (-2.1020, 1.4195, -0.2110)  0.284
H (-0.5172, 1.4514, 0.4376)  0.391
H (-1.2881, 1.0891, -2.4895)  0.215
H (0.7939, 0.7072, -3.1815)  0.381
H (1.6130, 1.3825, -1.8056)  0.297
H (0.8871, -0.2928, -1.8575)  0.366
H (-0.1333, 3.3778, -2.6855)  0.384
H (0.1449, 3.1937, -1.0131)  0.381
H (-1.5088, 3.4223, -1.5673)  0.369
H (0.8662, -0.5541, 2.3107)  0.280
H (1.2046, -0.5250, 0.6414)  0.242
H (1.0022, -2.0793, 1.5826)  0.297
H (1.6033, -3.6850, 4.2651)  0.317
H (1.8844, -5.0749, 3.4990)  0.321
O (2.2034, -4.1830, 3.7136)  -0.646

Atoms 1-3, force components in eV/Å:
C -0.8 0.5 1.6
N 0.0 -1.2 0.0
C -0.6 -0.2 0.5

---

Record 2
Density functional theory data (the ωB97M-V functional and the def2-TZVPD basis) for 2 unconnected molecules or ions with the total composition C6H17NO in a non-equilibrium geometry.

The electronic energy is -368.7374 hartree. The largest force on an atom comes out at 3.643 eV/A. Its total charge is 0. As for the relative energy (zero: lowest compared OMol25 entry of this formula, charge and spin): 39.82 kcal/mol. For the orbital gap, the calculation gives 0.3653 Ha.

Last column: Mulliken charge in e.
Cartesian coordinates (Å):
C (-0.4830, -0.0018, 1.1015)  -0.411
C (-1.4946, -0.6272, 2.0673)  -0.534
C (-2.8791, -0.5277, 1.3953)  -1.104
C (-0.0942, -0.8777, -0.0310)  -0.664
N (0.8914, -0.2365, -0.9172)  0.267
C (2.0417, -1.1900, -1.1057)  -1.012
C (0.2690, 0.1128, -2.2228)  -0.982
H (0.3340, 0.3814, 1.7296)  0.217
H (-0.9226, 0.9422, 0.6939)  0.264
H (-1.1981, -1.6154, 2.3774)  0.362
H (-1.4677, 0.0317, 2.9858)  0.279
H (-3.6657, -0.6460, 2.1786)  0.363
H (-3.0245, 0.4388, 0.9030)  0.301
H (-3.0950, -1.4328, 0.7588)  0.270
H (0.2519, -1.8474, 0.4906)  0.299
H (-0.9274, -1.1825, -0.7048)  0.191
H (1.6516, -2.1132, -1.4738)  0.401
H (2.7206, -1.4055, -0.1843)  0.266
H (2.7654, -0.5700, -1.7862)  0.278
H (1.0685, 0.3585, -2.9163)  0.421
H (-0.2344, 1.1958, -2.1802)  0.195
H (-0.4471, -0.6272, -2.5039)  0.364
H (1.5270, 3.0169, 0.7349)  0.298
H (1.3917, 1.9756, -0.3203)  0.365
O (1.6090, 2.9280, -0.1989)  -0.693

Atoms 1-3, force components in eV/Å:
C -0.8 1.7 0.9
C -0.4 2.3 -0.2
C -1.0 -1.9 1.3

---

Record 3
Density functional theory data (the ωB97M-V functional and the def2-TZVPD basis) for 2 unconnected molecules or ions with the total composition C6H17NO in a non-equilibrium geometry.

The electronic energy is -368.7023 hartree. The largest force on an atom comes out at 4.027 eV/A. Its total charge is 0. As for the relative energy (zero: lowest compared OMol25 entry of this formula, charge and spin): 61.81 kcal/mol. For the orbital gap, the calculation gives 0.3281 Ha.

Last column: Mulliken charge in e.
Cartesian coordinates (Å):
C (0.5461, -0.6218, 0.6768)  -0.776
C (0.9596, -0.9190, -0.8840)  0.775
C (1.6577, -2.2890, -1.0442)  -1.262
C (1.6451, 0.3397, -1.4756)  -1.066
C (-0.9231, -0.1991, 0.6995)  -0.257
N (-1.5811, -0.3370, 2.0301)  -0.382
C (-2.0246, 1.0027, 2.5039)  -0.766
H (1.3424, 0.0752, 1.0214)  0.223
H (0.7252, -1.5198, 1.3512)  0.370
H (0.0491, -0.9184, -1.6531)  0.147
H (1.1636, -2.7840, -1.9338)  0.281
H (1.4482, -3.1157, -0.2793)  0.312
H (2.7505, -2.1745, -1.2154)  0.283
H (2.1239, 0.2738, -2.4663)  0.355
H (2.4527, 0.7450, -0.5924)  0.224
H (0.7992, 1.0324, -1.4450)  0.151
H (-0.8560, 0.8420, 0.2091)  0.152
H (-1.5664, -0.8506, 0.0706)  0.186
H (-1.0892, -0.8876, 2.7005)  0.265
H (-2.8031, 1.5515, 1.9203)  0.236
H (-1.1250, 1.7131, 2.5562)  0.268
H (-2.2773, 0.8085, 3.5790)  0.318
H (-0.9663, 3.3033, -1.6226)  0.277
H (-1.5396, 2.4692, -2.7260)  0.276
O (-0.9117, 2.4600, -1.9809)  -0.590

Atoms 1-3, force components in eV/Å:
C 0.9 -1.7 -1.5
C -1.4 -0.2 -0.4
C -0.6 -1.3 -0.8

---

Record 4
Density functional theory data (the ωB97M-V functional and the def2-TZVPD basis) for 2 unconnected molecules or ions with the total composition C6H17NO in a non-equilibrium geometry.

The electronic energy is -368.7044 hartree. The largest force on an atom comes out at 6.513 eV/A. Its total charge is 0. As for the relative energy (zero: lowest compared OMol25 entry of this formula, charge and spin): 60.54 kcal/mol. For the orbital gap, the calculation gives 0.3651 Ha.

Last column: Mulliken charge in e.
Cartesian coordinates (Å):
C (-0.5837, 1.5810, 1.3201)  -1.567
C (0.3431, 1.2882, 0.1612)  0.645
C (0.0152, -0.0413, -0.5936)  0.588
C (-1.5478, -0.2391, -0.5378)  -1.606
C (0.9272, -1.2076, -0.2191)  -1.135
C (2.2203, -1.4690, -0.9598)  -1.331
N (0.2004, 2.4186, -0.8227)  -0.592
H (-1.5536, 1.7179, 1.0368)  0.497
H (-0.5357, 0.8154, 2.0951)  0.341
H (-0.1656, 2.5536, 1.7073)  0.414
H (1.4885, 1.1716, 0.3579)  0.161
H (0.1136, -0.0262, -1.7908)  0.283
H (-1.8431, 0.2852, -1.4459)  0.370
H (-1.7866, -1.4398, -0.6889)  0.329
H (-2.1357, -0.0067, 0.4417)  0.260
H (1.0458, -1.2018, 0.8333)  0.546
H (0.3780, -2.0502, -0.4521)  0.414
H (3.0099, -1.1663, -0.2395)  0.297
H (2.4369, -0.7240, -1.7103)  0.351
H (2.4406, -2.3942, -1.4407)  0.369
H (-0.1595, 2.0341, -1.6596)  0.221
H (-0.1540, 3.2135, -0.5317)  0.165
H (-2.0904, -1.6718, 1.3544)  0.375
H (-0.6650, -1.4131, 1.8251)  0.261
O (-1.3986, -2.0280, 1.9597)  -0.654

Atoms 1-3, force components in eV/Å:
C 4.2 0.7 1.6
C 1.6 0.2 -2.6
C -0.8 0.3 -2.1

---

Record 5
Density functional theory data (the ωB97M-V functional and the def2-TZVPD basis) for 2 unconnected molecules or ions with the total composition C6H17NO in a non-equilibrium geometry.

The electronic energy is -368.3868 hartree. The largest force on an atom comes out at 5.170 eV/A. As for the expectation value of S²: 0.755. Its total charge is +1. The spin multiplicity is 2. As for the relative energy (zero: lowest compared OMol25 entry of this formula, charge and spin): 66.96 kcal/mol. For the orbital gap (alpha / beta), the calculation gives 0.3973 / 0.1969 Ha.

Last column: Löwdin spin population.
Cartesian coordinates (Å):
C (-0.4866, 1.0749, 2.1889)  0.002
C (-0.3859, 1.3732, 0.6814)  0.086
C (-1.0013, 0.1825, -0.1666)  0.038
C (0.0186, -0.9318, -0.6763)  0.006
C (-0.5654, -1.6065, -1.9364)  0.002
C (0.2989, -1.9220, 0.4217)  0.003
N (-1.3171, 2.5930, 0.3585)  0.761
H (-0.3003, 1.9749, 2.6719)  0.000
H (0.2107, 0.2054, 2.4841)  0.000
H (-1.4268, 0.7278, 2.5788)  0.001
H (0.6608, 1.6586, 0.2880)  0.052
H (-1.8160, -0.2501, 0.4921)  0.003
H (-1.7386, 0.5050, -0.9727)  0.001
H (0.8447, -0.2427, -1.0424)  0.001
H (0.0130, -2.4420, -2.2429)  0.001
H (-0.6066, -0.9697, -2.8124)  0.000
H (-1.5114, -2.1087, -1.6438)  0.001
H (1.3570, -2.0688, 0.3571)  0.001
H (-0.0244, -2.9138, 0.1751)  0.000
H (-0.0196, -1.5352, 1.3952)  0.000
H (-1.0159, 2.7008, -0.5938)  0.016
H (-1.1974, 3.5133, 0.9251)  0.026
H (3.3875, 0.8476, -1.1746)  0.000
H (2.9446, -0.3716, -0.5929)  0.000
O (3.6773, 0.0060, -1.1628)  0.000

Atoms 1-3, force components in eV/Å:
C 1.7 -2.1 -0.9
C -2.8 -0.7 0.5
C -2.0 -0.6 -0.2

---

Record 6
Density functional theory data (the ωB97M-V functional and the def2-TZVPD basis) for 2 unconnected molecules or ions with the total composition C6H17NO in a non-equilibrium geometry.

The electronic energy is -368.4416 hartree. The largest force on an atom comes out at 3.509 eV/A. As for the expectation value of S²: 0.754. Its total charge is +1. The spin multiplicity is 2. As for the relative energy (zero: lowest compared OMol25 entry of this formula, charge and spin): 32.60 kcal/mol. For the orbital gap (alpha / beta), the calculation gives 0.4142 / 0.2166 Ha.

Last column: Löwdin spin population.
Cartesian coordinates (Å):
C (-0.7420, 1.8681, -0.3623)  0.131
C (-0.8441, 0.4360, 0.2900)  0.098
C (0.3438, -0.5051, 0.1149)  0.010
C (0.9467, -0.5676, -1.2842)  -0.001
C (-0.0303, -1.2670, -2.2498)  0.000
C (0.0379, -2.7660, -2.1117)  0.000
N (-1.1115, 0.7255, 1.7115)  0.683
H (-0.7716, 1.6722, -1.4268)  0.022
H (0.1885, 2.2762, 0.0606)  0.000
H (-1.5260, 2.5090, 0.0678)  0.000
H (-1.6259, -0.1690, -0.1338)  0.009
H (0.1569, -1.5002, 0.5123)  0.004
H (1.1432, -0.1717, 0.8382)  0.001
H (1.8630, -1.1469, -1.2349)  0.000
H (1.3203, 0.4294, -1.5492)  0.000
H (0.2022, -1.0069, -3.2940)  0.000
H (-1.0661, -0.9474, -1.9813)  0.000
H (-0.2955, -3.2865, -1.1994)  0.000
H (-0.4385, -3.2111, -2.9929)  0.000
H (1.0675, -3.1478, -2.2331)  0.000
H (-0.2660, 1.2152, 2.0233)  0.021
H (-1.9584, 1.2880, 1.8222)  0.020
H (0.6380, 1.9333, 4.5106)  0.000
H (1.3645, 2.8258, 5.5005)  0.000
O (1.4032, 2.5146, 4.6016)  0.000

Atoms 1-3, force components in eV/Å:
C 0.3 -0.1 2.2
C -0.2 -2.4 0.7
C 2.3 1.1 1.6

---

What is the electronic energy in the first record? -368.7613 hartree